C37H63BBiGe2N7P | ωB97M-V with the def2-TZVPD basis set

The gap between HOMO and LUMO is 7.3 eV. For the total energy, the calculation gives -178654.5054 eV. Its HOMO energy is -10.38 eV.

```
! wB97M-V def2-TZVPD RIJCOSX def2/J DEFGRID3
* xyz 1 1
H -1.44 -3.30 4.31
B -3.19 0.26 2.05
C -0.23 -5.21 0.55
H 2.73 -3.16 -0.50
H 4.94 -0.03 -1.91
C 3.47 7.25 -0.47
H 0.14 1.19 5.24
H 1.07 -1.72 3.10
H 1.83 -5.05 4.27
H 2.23 -1.34 -1.27
C -3.72 3.37 0.10
H 5.22 8.48 -0.39
C 0.29 0.46 3.16
H 0.95 5.58 1.78
C -4.56 -1.49 0.80
C -4.45 -2.14 -0.41
H 5.01 2.32 -0.65
H -0.68 4.66 -1.55
C 2.97 5.96 -0.41
Ge 2.80 0.82 0.05
H 1.26 -6.24 -0.73
H -4.20 4.29 -0.19
H 1.91 5.79 -0.51
H 5.87 4.28 0.07
H -2.18 -5.30 -0.35
H 0.82 3.18 2.47
C 3.28 3.49 -0.18
H -1.01 -7.20 0.67
H -5.22 -2.65 -0.96
H 4.54 -3.88 2.07
H 3.98 -6.11 1.45
C 3.59 0.16 1.74
C 0.56 2.86 -1.69
H 2.38 0.08 -2.29
H 3.29 -3.93 3.30
H 3.35 -2.58 2.15
N -3.18 1.50 1.14
C 3.82 4.87 -0.23
C 0.04 5.00 1.59
H 0.35 -2.17 4.65
C 0.07 4.22 -2.21
H 0.37 -5.93 3.82
H 5.48 -0.46 2.62
H 0.41 -6.99 1.69
C 5.69 6.40 -0.16
H -2.15 -4.22 1.04
H 2.79 8.09 -0.62
Ge 1.42 2.91 0.06
H 0.89 4.94 -2.29
C 3.49 -3.65 2.26
C -1.57 -4.57 0.19
H -0.38 4.13 -3.20
N -2.31 1.60 0.11
H 4.27 -1.41 -2.79
H -4.09 0.31 2.84
C 2.64 -4.45 1.27
H -2.60 -2.32 -1.65
C 5.19 5.11 -0.10
C 3.96 2.34 -0.38
H 0.68 -4.70 -1.38
H -1.40 -3.73 -0.48
H 4.68 -1.57 -1.09
H 1.97 -2.70 4.25
C 2.90 -5.94 1.54
N -0.62 0.08 2.26
H -0.36 -6.11 -1.39
H 2.61 -6.25 2.54
C -0.33 0.84 4.34
H -0.25 2.13 -1.65
C -2.65 2.72 -0.52
C 0.36 -3.80 3.24
N -1.84 0.20 2.84
H 2.42 -6.60 0.82
C 5.10 -0.11 1.65
C 0.32 3.49 1.55
H 5.35 -0.86 0.91
H 3.41 0.96 2.46
C 2.84 -0.45 -1.46
H 2.96 -4.87 -0.87
C 3.15 -4.09 -0.14
H 5.65 0.80 1.40
H -1.15 -6.34 2.19
H 6.76 6.57 -0.05
H 4.24 -3.96 -0.09
H -0.61 2.93 1.47
C 4.83 7.48 -0.35
C -1.17 -3.60 3.30
H -4.80 2.62 1.92
N -3.36 -0.98 1.14
C -3.11 -1.97 -0.77
C 0.99 -2.52 3.83
C 0.75 -4.97 4.15
H -2.54 0.86 4.71
N -2.47 -1.29 0.17
C -0.49 -6.50 1.34
P 0.83 -3.93 1.43
H 0.33 -4.78 5.14
H -0.67 5.23 2.39
H -1.72 -4.51 3.07
H 1.34 0.42 2.92
H 3.06 -0.72 2.09
H -5.42 -1.32 1.43
N 0.66 -2.51 0.74
C 0.40 -5.58 -0.81
Bi -0.17 -0.75 0.16
C -4.03 2.55 1.16
H -1.51 -2.81 2.62
H 1.32 2.46 -2.37
H -2.11 3.03 -1.40
H -0.40 5.37 0.66
C 4.27 -0.89 -1.83
C -1.68 0.67 4.09
*
```